Entry 1:
Molecular formula: C38H42N8O6PtS
Method: DFT, ωB97M-V/def2-TZVPD

Geometry (Å):
Pt  0.041  0.633  0.001
O  3.993  0.835  1.378
C  2.997  1.061  0.722
N  2.140  0.116  0.210
C  2.559  -1.080  -0.229
C  3.910  -1.349  -0.583
C  4.261  -2.573  -1.060
C  3.289  -3.596  -1.212
C  1.985  -3.390  -0.870
C  1.559  -2.125  -0.376
N  0.293  -1.791  -0.045
C  -0.580  -2.770  0.373
O  -0.281  -3.928  0.638
C  -2.034  -2.387  0.587
C  -2.960  -3.419  0.719
C  -4.293  -3.100  0.900
C  -4.659  -1.762  0.953
C  -3.664  -0.807  0.829
N  -2.382  -1.110  0.653
C  2.623  2.482  0.364
C  3.495  3.513  0.668
C  3.228  4.776  0.163
C  2.118  4.950  -0.648
C  1.284  3.865  -0.880
N  1.518  2.663  -0.362
H  4.646  -0.566  -0.474
H  5.290  -2.766  -1.336
H  3.587  -4.555  -1.618
H  1.257  -4.174  -0.986
H  -2.609  -4.440  0.677
H  -5.038  -3.880  1.000
H  -5.693  -1.462  1.076
H  -3.903  0.254  0.862
H  4.367  3.294  1.268
H  3.880  5.610  0.390
H  1.896  5.908  -1.099
H  0.394  3.962  -1.493
C  -2.847  -0.371  -2.965
C  -1.865  0.598  -3.639
C  -0.433  0.057  -3.573
C  -2.076  2.013  -3.122
C  -2.588  2.944  -4.009
C  -2.893  4.245  -3.634
C  -2.708  4.638  -2.313
C  -2.214  3.758  -1.372
C  -2.104  4.164  0.082
C  -1.868  5.661  0.297
C  -3.375  3.720  0.818
C  -1.855  2.414  -1.758
N  -1.403  1.554  -0.842
H  -2.788  -1.355  -3.438
H  -3.874  -0.007  -3.048
H  -2.603  -0.483  -1.905
H  -2.118  0.643  -4.700
H  -0.129  -0.165  -2.556
H  0.278  0.770  -3.996
H  -0.375  -0.870  -4.151
H  -2.754  2.642  -5.037
H  -3.283  4.946  -4.362
H  -2.966  5.648  -2.020
H  -1.254  3.626  0.501
H  -2.779  6.239  0.119
H  -1.085  6.043  -0.361
H  -1.559  5.845  1.329
H  -4.247  4.215  0.382
H  -3.328  3.983  1.880
H  -3.520  2.640  0.729
C  -5.574  2.878  6.253
C  -4.526  1.973  5.613
S  -3.883  0.877  6.873
O  -3.160  1.681  7.827
O  -4.959  0.028  7.309
C  -2.692  -0.143  6.004
C  -1.346  0.573  5.834
N  -0.620  0.103  4.655
C  -0.741  0.630  3.417
N  0.090  0.057  2.561
C  0.783  -0.878  3.258
C  0.361  -0.868  4.553
N  0.754  -1.742  5.610
O  0.078  -1.752  6.632
O  1.734  -2.429  5.421
C  -1.720  1.687  3.060
H  -5.975  3.564  5.510
H  -5.132  3.457  7.064
H  -6.393  2.285  6.660
H  -3.679  2.542  5.228
H  -4.947  1.337  4.832
H  -3.146  -0.411  5.048
H  -2.595  -1.043  6.611
H  -0.736  0.390  6.706
H  -1.475  1.649  5.745
H  1.521  -1.526  2.809
H  -1.455  2.653  3.502
H  -2.728  1.420  3.381
H  -1.709  1.776  1.979

Summary:
2S+1: 5
Charge: 0
Energy above the lowest of the compared OMol25 structures with the same formula, charge and spin, kcal/mol: 25.05
Energy, eV: -78370.2708
⟨S²⟩: 6.073
E_LUMO (spin up / spin down), eV: -0.387 / -2.005
Highest occupied orbital energy (spin up / spin down), eV: -7.2 / -8.1



Entry 2:
Molecular formula: C38H44BMnN11S4Se
Method: DFT, ωB97M-V/def2-TZVPD

Geometry (Å):
Mn  0.818  -0.009  -0.170
C  1.134  -0.264  6.346
C  1.117  -0.779  4.910
C  1.049  -2.303  4.927
C  2.367  -0.259  4.202
N  -0.119  -0.239  4.220
C  -1.090  0.517  4.862
C  -1.989  0.881  3.935
N  -1.587  0.353  2.717
B  -2.390  0.773  1.462
N  -1.959  2.170  0.933
C  -2.929  3.129  0.695
C  -2.310  4.285  0.404
N  -0.944  4.048  0.469
C  -0.751  2.752  0.788
S  0.765  1.957  1.060
C  0.112  5.106  0.229
C  -0.584  6.432  -0.064
C  0.955  5.269  1.491
C  0.951  4.708  -0.979
N  -2.440  -0.419  0.391
C  -2.768  -1.664  0.869
C  -3.329  -2.374  -0.134
N  -3.331  -1.574  -1.257
C  -2.785  -0.389  -0.901
S  -2.513  0.974  -1.968
C  -4.007  -1.940  -2.571
C  -4.638  -3.320  -2.418
C  -5.112  -0.926  -2.853
C  -2.973  -1.993  -3.691
C  -0.441  -0.336  2.914
S  0.382  -1.324  1.751
H  2.065  -0.595  6.803
H  0.316  -0.671  6.942
H  1.111  0.825  6.393
H  1.913  -2.691  5.468
H  1.057  -2.720  3.922
H  0.148  -2.640  5.442
H  3.239  -0.592  4.767
H  2.366  0.833  4.182
H  2.451  -0.631  3.184
H  -1.069  0.725  5.913
H  -2.884  1.469  4.029
H  -3.537  0.920  1.791
H  -3.978  2.904  0.763
H  -2.726  5.244  0.170
H  -1.214  6.760  0.763
H  -1.175  6.396  -0.981
H  0.191  7.185  -0.203
H  0.325  5.545  2.339
H  1.673  6.072  1.328
H  1.505  4.365  1.743
H  0.319  4.588  -1.862
H  1.498  3.783  -0.805
H  1.670  5.502  -1.181
H  -2.593  -1.945  1.892
H  -3.714  -3.375  -0.132
H  -5.399  -3.342  -1.637
H  -3.894  -4.095  -2.224
H  -5.127  -3.567  -3.359
H  -5.861  -0.944  -2.061
H  -5.600  -1.189  -3.791
H  -4.737  0.092  -2.957
H  -2.228  -2.765  -3.490
H  -3.478  -2.260  -4.619
H  -2.466  -1.043  -3.847
S  6.082  -5.248  -0.686
N  4.564  -5.239  -1.222
C  4.084  -4.031  -0.967
C  2.736  -3.576  -1.278
C  1.777  -4.355  -1.928
C  0.535  -3.813  -2.174
C  0.269  -2.516  -1.749
N  1.167  -1.774  -1.117
C  2.397  -2.285  -0.899
C  3.368  -1.386  -0.269
N  2.937  -0.135  -0.007
C  3.792  0.727  0.528
C  5.107  0.385  0.844
C  5.546  -0.892  0.589
C  4.659  -1.806  0.011
C  5.012  -3.177  -0.334
N  6.188  -3.747  -0.114
H  2.028  -5.364  -2.231
H  -0.230  -4.378  -2.689
H  -0.696  -2.056  -1.916
H  3.416  1.725  0.713
H  5.761  1.127  1.280
H  6.558  -1.202  0.815
Se  -0.303  1.142  -1.998
C  0.056  0.465  -3.765
C  -0.774  0.702  -4.844
C  -0.346  0.253  -6.088
N  0.812  -0.373  -6.295
C  1.600  -0.570  -5.242
C  1.269  -0.175  -3.952
H  -1.720  1.218  -4.753
H  -0.968  0.414  -6.961
H  2.541  -1.074  -5.431
H  1.946  -0.369  -3.128

Summary:
2S+1: 4
Charge: +2
Energy above the lowest of the compared OMol25 structures with the same formula, charge and spin, kcal/mol: 0.00
Energy, eV: -197189.4288
⟨S²⟩: 3.786
E_LUMO (spin up / spin down), eV: -5.662 / -5.993
Highest occupied orbital energy (spin up / spin down), eV: -12.7 / -13.0